Record 1
A cluster of 13 separate species, C50H51N13O12 in total in a non-equilibrium geometry. Source: the Open Molecules 2025 dataset; level of theory: the ωB97M-V functional and the def2-TZVPD basis.

Element x y z (Å)
C  -0.593  5.914  -4.196
C  -0.613  4.545  -4.645
N  -0.725  3.472  -5.038
H  0.409  6.276  -3.970
H  -1.207  5.988  -3.294
H  -1.045  6.609  -4.903
C  2.564  2.324  1.743
C  2.942  1.562  2.922
N  3.223  0.994  3.880
H  3.330  2.857  1.190
H  1.781  3.051  1.973
H  2.065  1.631  1.060
C  -1.295  -0.293  -4.640
C  -2.190  0.084  -5.734
N  -2.854  0.354  -6.630
H  -1.815  -0.083  -3.702
H  -0.397  0.317  -4.634
H  -1.129  -1.366  -4.608
C  -1.458  4.719  0.946
C  -0.574  4.624  2.112
N  0.005  4.500  3.095
H  -2.369  5.250  1.206
H  -1.641  3.769  0.453
H  -0.888  5.393  0.298
C  -3.204  3.639  -2.396
C  -3.444  4.865  -1.634
N  -3.650  5.822  -1.039
H  -2.178  3.284  -2.396
H  -3.448  3.826  -3.443
H  -3.963  2.959  -2.007
C  1.863  -4.686  -2.324
C  1.453  -3.468  -3.029
N  1.128  -2.538  -3.621
H  2.831  -4.587  -1.848
H  1.737  -5.614  -2.879
H  1.082  -4.828  -1.566
C  -2.237  -5.431  0.909
C  -0.971  -5.954  0.432
N  0.011  -6.373  0.014
H  -2.568  -5.829  1.867
H  -3.079  -5.474  0.223
H  -1.994  -4.380  1.097
C  2.523  0.278  -8.340
C  3.402  1.331  -8.589
C  3.579  2.253  -7.565
C  2.773  2.262  -6.444
C  1.960  1.156  -6.219
C  1.806  0.153  -7.169
N  2.863  3.302  -5.405
O  3.432  4.323  -5.751
O  2.372  3.086  -4.321
H  2.388  -0.496  -9.088
H  4.097  1.332  -9.414
H  4.314  3.045  -7.659
H  1.409  1.185  -5.286
H  1.129  -0.675  -7.021
C  0.828  -1.244  4.449
C  1.262  -2.097  3.452
C  0.883  -3.420  3.505
C  0.141  -3.873  4.580
C  -0.263  -3.037  5.603
C  0.029  -1.674  5.514
N  -0.352  -5.262  4.558
O  -0.528  -5.783  3.477
O  -0.545  -5.799  5.634
H  1.244  -0.246  4.534
H  1.899  -1.734  2.657
H  1.174  -4.164  2.774
H  -0.884  -3.383  6.419
H  -0.308  -0.982  6.271
C  -4.393  -0.302  4.656
C  -3.269  -0.910  4.127
C  -3.359  -1.484  2.876
C  -4.540  -1.439  2.150
C  -5.629  -0.695  2.596
C  -5.541  -0.208  3.886
N  -4.591  -2.081  0.858
O  -5.597  -1.918  0.193
O  -3.633  -2.695  0.434
H  -4.400  0.140  5.644
H  -2.350  -0.932  4.690
H  -2.486  -1.924  2.404
H  -6.527  -0.630  2.001
H  -6.376  0.297  4.358
C  -3.451  3.274  5.735
C  -2.195  2.669  5.782
C  -1.590  2.243  4.621
C  -2.313  2.216  3.427
C  -3.587  2.791  3.396
C  -4.158  3.331  4.551
N  -1.731  1.671  2.214
O  -2.503  1.466  1.293
O  -0.544  1.433  2.178
H  -3.765  3.689  6.685
H  -1.652  2.632  6.716
H  -0.559  1.911  4.621
H  -4.201  2.737  2.508
H  -5.197  3.613  4.648
C  -0.133  1.374  -1.862
C  -1.184  0.959  -1.064
C  -1.087  -0.255  -0.393
C  0.084  -0.974  -0.488
C  1.186  -0.522  -1.206
C  1.058  0.641  -1.932
N  0.232  -2.246  0.226
O  -0.724  -2.638  0.868
O  1.308  -2.838  0.225
H  -0.270  2.191  -2.562
H  -2.052  1.596  -0.978
H  -1.951  -0.630  0.138
H  2.086  -1.117  -1.172
H  1.819  0.955  -2.635
C  6.931  -4.006  0.061
C  5.566  -3.993  -0.188
C  4.798  -2.896  0.118
C  5.404  -1.803  0.734
C  6.767  -1.780  0.966
C  7.548  -2.889  0.601
N  4.594  -0.630  1.075
O  3.384  -0.756  1.038
O  5.137  0.426  1.354
H  7.435  -4.955  -0.072
H  5.075  -4.882  -0.563
H  3.732  -3.010  -0.031
H  7.249  -0.899  1.364
H  8.621  -2.874  0.725

As for the energy above the lowest of the compared OMol25 structures with the same formula, charge and spin: 0.0 kcal/mol. The total charge is 0. For the molar mass, the calculation gives 1026.037 g mol⁻¹. The HOMO-LUMO gap is 8.678 eV. Its HOMO energy is -9.77 eV.

Record 2
A structure of composition C50H52CsN2O3P2STe in a non-equilibrium geometry. Source: the Open Molecules 2025 dataset; level of theory: the ωB97M-V functional and the def2-TZVPD basis.

Element x y z (Å)
Cs  0.073  0.034  -1.570
C  0.794  -3.693  -3.342
C  1.012  -2.186  -3.343
O  1.710  -1.739  -2.337
C  0.377  -1.430  -4.301
C  0.343  0.060  -4.463
C  1.492  0.736  -5.161
N  -0.632  0.852  -4.134
N  -1.873  0.287  -3.799
C  -2.553  0.409  -2.677
O  -2.269  0.777  -1.480
C  -3.958  -0.106  -2.843
C  -4.263  -1.186  -3.665
C  -5.571  -1.624  -3.794
C  -6.597  -0.976  -3.119
C  -6.300  0.104  -2.301
C  -4.989  0.526  -2.153
H  1.625  -4.162  -2.815
H  0.711  -4.117  -4.344
H  -0.126  -3.935  -2.803
H  -0.260  -1.985  -4.986
H  1.569  0.301  -6.162
H  2.450  0.580  -4.660
H  1.304  1.805  -5.266
H  -3.453  -1.664  -4.198
H  -5.794  -2.474  -4.428
H  -7.620  -1.317  -3.228
H  -7.093  0.612  -1.763
H  -4.746  1.346  -1.490
C  -1.220  -0.837  1.915
C  0.129  -0.359  1.333
P  1.499  -0.333  2.550
C  0.654  0.478  3.953
C  -0.107  -0.176  4.921
C  -0.785  0.544  5.891
C  -0.724  1.930  5.904
C  0.026  2.591  4.944
C  0.715  1.867  3.984
C  1.543  -2.088  3.077
C  1.120  -3.129  2.253
C  1.255  -4.451  2.650
C  1.825  -4.761  3.875
C  2.272  -3.735  4.695
C  2.139  -2.417  4.294
P  -2.594  -1.470  0.753
C  -2.987  -2.971  1.725
C  -2.595  -4.189  1.177
C  -2.738  -5.371  1.892
C  -3.282  -5.347  3.164
C  -3.686  -4.139  3.718
C  -3.538  -2.964  3.005
C  -3.983  -0.389  1.199
C  -5.283  -0.883  1.212
C  -6.354  -0.051  1.495
C  -6.143  1.294  1.753
C  -4.852  1.803  1.713
C  -3.781  0.970  1.437
H  -1.647  -0.077  2.571
H  -1.058  -1.727  2.527
H  0.043  0.627  0.868
H  0.405  -1.001  0.490
H  -0.183  -1.255  4.912
H  -1.376  0.017  6.630
H  -1.261  2.493  6.657
H  0.081  3.672  4.941
H  1.303  2.395  3.241
H  0.681  -2.932  1.284
H  0.904  -5.234  1.991
H  1.924  -5.793  4.187
H  2.728  -3.961  5.650
H  2.497  -1.630  4.950
H  -2.175  -4.212  0.178
H  -2.425  -6.306  1.445
H  -3.397  -6.266  3.726
H  -4.115  -4.118  4.712
H  -3.854  -2.024  3.444
H  -5.471  -1.928  0.992
H  -7.358  -0.457  1.498
H  -6.980  1.947  1.970
H  -4.672  2.857  1.887
H  -2.788  1.394  1.365
C  1.824  4.989  -3.246
Te  1.711  3.037  -2.335
C  2.998  4.011  -0.923
C  3.785  4.996  -1.731
C  5.064  5.408  -1.385
C  5.765  6.290  -2.195
C  5.187  6.768  -3.357
C  3.905  6.366  -3.709
C  3.197  5.484  -2.907
H  1.063  5.631  -2.798
H  1.645  4.938  -4.318
H  3.614  3.274  -0.414
H  2.380  4.519  -0.179
H  5.520  5.024  -0.479
H  6.768  6.595  -1.923
H  5.734  7.447  -3.999
H  3.454  6.730  -4.624
O  2.429  0.793  -0.599
S  3.514  -0.265  -0.562
C  4.823  0.344  0.553
C  5.949  0.900  -0.317
C  5.962  0.034  -1.577
C  4.516  -0.023  -2.046
H  5.153  -0.499  1.159
H  4.334  1.062  1.209
H  6.904  0.887  0.212
H  5.739  1.937  -0.591
H  6.324  -0.968  -1.328
H  6.608  0.426  -2.364
H  4.255  -0.808  -2.752
H  4.184  0.939  -2.446

As for the energy above the lowest of the compared OMol25 structures with the same formula, charge and spin: 74.6 kcal/mol. The total charge is -1. For the molar mass, the calculation gives 1083.497 g mol⁻¹. The HOMO-LUMO gap is 5.848 eV. Its HOMO energy is -3.94 eV.